Arrangement one

Here is C3H3NO2S in the gas phase from the Open Molecules 2025 dataset. Energies are from the ωB97M-V functional and the def2-TZVPD basis.

For the orbital gap, the calculation gives 8.95 eV. As for the spin multiplicity: 1. As for the SMILES: SN=c1occo1.

Structure (XYZ):
```
10
C3H3NO2S the ωB97M-V functional and the def2-TZVPD basis
S -2.387 0.124 -0.019
O 1.317 -1.137 0.021
O 0.524 0.957 -0.005
N -0.988 -0.807 0.032
C 0.195 -0.377 -0.061
C 2.388 -0.238 -0.004
C 1.866 1.005 -0.035
H -1.999 1.403 0.358
H 3.377 -0.626 0.127
H 2.321 1.994 0.048
```


Arrangement two

Here is C3H3NO2S in the gas phase from the Open Molecules 2025 dataset. Energies are from the ωB97M-V functional and the def2-TZVPD basis.

For the orbital gap (alpha / beta), the calculation gives 7.88 / 7.88 eV. As for the spin multiplicity: 1.

Structure (XYZ):
```
10
C3H3NO2S the ωB97M-V functional and the def2-TZVPD basis
S 0.631 -0.724 1.538
O 2.682 -0.037 -0.003
O -1.282 1.142 -2.095
N -1.446 0.150 -0.006
C -1.088 1.102 -0.758
C 1.454 -0.305 0.020
C -1.058 -0.464 1.044
H 3.338 -0.122 0.824
H -1.794 -0.869 1.661
H -1.437 0.128 -2.226
```


Quick look at relative energies in kJ/mol: arrangement one 0.0; arrangement two 346.6.


Arrangement one

Here is 2 unconnected molecules or ions with the total composition C2H7N2S from the Open Molecules 2025 dataset. Energies are from the ωB97M-V functional and the def2-TZVPD basis.

The total charge is -1. For the orbital gap, the calculation gives 6.74 eV. As for the spin multiplicity: 1.

Structure (XYZ):
```
12
C2H7N2S the ωB97M-V functional and the def2-TZVPD basis
S -1.211 0.393 -1.247
N 1.412 0.889 0.403
N 2.018 -0.974 1.742
C 1.856 0.295 1.530
C -2.436 -0.863 -0.832
H 2.512 0.952 2.136
H -2.224 -1.407 0.096
H -3.423 -0.411 -0.652
H -2.508 -1.599 -1.633
H 0.541 0.599 -0.117
H 1.766 -1.446 0.872
H 2.013 1.448 -0.177
```


Arrangement two

Here is a molecular structure, C2H7N2S from the Open Molecules 2025 dataset. Energies are from the ωB97M-V functional and the def2-TZVPD basis.

The total charge is -1. For the orbital gap, the calculation gives 7.44 eV. As for the spin multiplicity: 1.

Structure (XYZ):
```
12
C2H7N2S the ωB97M-V functional and the def2-TZVPD basis
S -0.971 1.764 -0.267
N -0.098 -0.894 -0.880
N 1.555 -2.200 -1.955
C 1.110 -1.421 -0.957
C -1.104 1.973 1.544
H -1.010 1.045 2.149
H -0.457 0.027 -0.198
H 1.849 -1.205 -0.181
H -1.912 2.534 1.979
H -0.590 -0.972 -1.770
H 1.786 -3.039 -1.401
H -0.158 2.389 1.936
```


Quick look at relative energies in kJ/mol: arrangement one 0.0; arrangement two 77.4.


Arrangement one

Here is a molecular structure, C18H62O13 from the Open Molecules 2025 dataset. Energies are from the ωB97M-V functional and the def2-TZVPD basis.

For the orbital gap, the calculation gives 8.39 eV. As for the spin multiplicity: 1.

Structure (XYZ):
```
93
C18H62O13 the ωB97M-V functional and the def2-TZVPD basis
O 7.186 20.343 13.402
O 5.322 25.431 7.659
O 4.471 27.102 12.630
O 11.459 25.273 11.372
O 8.672 27.001 10.874
O 8.539 27.087 13.019
O 8.264 23.879 9.634
O 5.937 24.328 13.701
O 4.172 23.785 10.438
O 5.111 24.519 12.117
O 9.525 21.279 12.215
O 8.195 25.968 9.452
O 6.551 24.360 8.866
C 6.185 21.368 13.640
C 6.840 25.071 11.038
C 7.978 28.133 11.065
C 7.236 26.685 13.201
C 6.046 22.170 12.351
C 7.251 24.128 7.640
C 4.903 26.807 11.301
C 8.717 26.410 8.239
C 10.723 25.287 10.134
C 5.972 26.735 7.789
C 3.844 24.432 12.439
C 5.571 25.782 15.668
C 7.532 23.808 10.830
C 4.923 24.842 14.560
C 9.554 22.564 12.596
C 6.174 27.201 9.195
C 6.396 23.554 6.501
C 4.788 23.237 9.321
H 5.657 24.340 12.782
H 5.201 20.930 13.804
H 6.981 27.951 10.662
H 4.555 23.970 15.101
H 10.437 26.302 9.858
H 9.867 24.612 10.103
H 8.986 21.098 11.441
H 7.016 23.167 5.693
H 7.048 26.363 14.225
H 4.837 25.724 11.196
H 8.368 24.800 9.381
H 7.080 22.514 12.374
H 8.913 26.555 11.689
H 3.981 25.269 14.216
H 10.487 22.986 12.221
H 4.289 27.382 10.607
H 5.763 26.779 15.271
H 7.049 25.799 12.594
H 5.357 27.475 7.277
H 6.160 25.246 10.205
H 5.876 21.565 11.461
H 6.466 25.221 15.939
H 3.410 25.407 12.220
H 8.691 23.132 12.250
H 4.481 23.792 8.435
H 11.407 24.873 9.393
H 9.677 22.694 13.671
H 7.510 25.903 11.254
H 4.335 22.263 9.135
H 5.870 23.144 9.418
H 6.923 26.625 7.267
H 9.732 26.644 8.560
H 5.264 27.530 9.696
H 5.324 22.987 12.390
H 6.242 24.992 11.945
H 8.162 23.439 11.639
H 7.817 25.017 7.358
H 5.742 24.349 6.141
H 6.664 26.388 9.731
H 6.718 23.100 10.672
H 8.457 28.816 10.364
H 3.281 23.802 11.749
H 8.241 27.348 7.957
H 6.391 22.060 14.456
H 6.392 27.336 12.971
H 8.626 27.778 13.680
H 5.175 24.191 11.217
H 4.941 25.871 16.553
H 8.711 25.566 7.549
H 7.132 24.306 9.628
H 5.953 27.045 11.131
H 8.309 26.618 10.150
H 4.390 24.717 10.367
H 8.109 23.509 7.903
H 3.557 24.167 13.456
H 5.755 22.776 6.915
H 7.983 20.670 13.825
H 7.978 28.625 12.037
H 5.900 24.678 7.802
H 6.776 28.108 9.160
H 5.199 26.749 13.148
H 12.401 25.335 11.195
```


Arrangement two

Here is 13 unconnected molecules or ions with the total composition C18H62O13 from the Open Molecules 2025 dataset. Energies are from the ωB97M-V functional and the def2-TZVPD basis.

For the orbital gap, the calculation gives 10.54 eV. As for the spin multiplicity: 1.

Structure (XYZ):
```
93
C18H62O13 the ωB97M-V functional and the def2-TZVPD basis
O 4.949 -1.326 1.340
O -0.206 1.361 3.025
O -2.747 -1.289 2.934
O 1.704 -2.937 1.323
O 5.707 -0.714 -1.286
O -4.841 1.998 -0.792
O -0.887 -3.163 1.730
O -3.690 3.504 -2.863
O 1.418 -2.665 -2.948
O -1.517 -0.019 -1.019
O -2.534 1.242 1.404
O -1.224 2.861 -3.661
O 1.108 -0.821 -0.631
C -3.438 4.649 -2.022
C 1.442 0.613 -2.483
C -3.394 2.084 2.070
C -1.957 -0.971 -1.867
C 0.024 3.445 4.251
C 1.972 -4.224 0.920
C -0.588 2.232 -4.769
C 0.206 2.747 2.954
C 2.728 -3.088 -3.468
C -5.779 0.889 -0.734
C -2.306 -0.976 4.196
C 2.163 1.373 -0.257
C 5.744 0.677 -1.594
C -1.374 -4.493 1.716
C -2.918 -2.018 5.196
C 3.474 -1.971 -4.289
C 4.510 -0.471 2.413
C 2.024 0.136 -1.208
H 3.478 -0.513 2.552
H 2.537 -3.933 -4.177
H 4.876 -0.753 3.439
H -1.535 -2.629 2.222
H -2.762 -1.830 6.248
H -6.303 0.979 0.194
H 1.326 -4.691 0.077
H -0.931 2.825 -5.607
H -0.995 3.293 4.559
H -0.841 1.181 -4.856
H 4.385 -2.091 1.338
H -2.448 4.653 -1.559
H 3.237 -3.455 -2.594
H 1.539 -1.417 0.007
H -0.651 -0.405 -0.657
H 4.760 1.053 -1.970
H -2.573 0.070 4.495
H 6.471 0.916 -2.357
H -3.901 2.878 1.456
H 2.976 1.985 -0.620
H -2.947 -0.845 -2.271
H -2.686 1.066 0.453
H -2.461 -4.460 1.624
H -1.144 -5.127 2.529
H -6.439 0.989 -1.596
H -1.176 -1.026 4.256
H -2.861 2.580 2.875
H 2.125 1.296 -2.938
H 4.103 -1.251 -3.753
H -4.546 2.313 -1.702
H 0.547 2.409 -4.702
H 0.109 4.555 4.242
H 3.057 -4.312 0.657
H 4.195 -2.560 -5.023
H -1.940 -2.018 -1.508
H 0.577 1.167 -2.284
H 2.425 1.036 0.712
H -1.371 -0.913 -2.841
H -2.620 -3.001 4.834
H 0.754 -2.984 1.662
H 1.248 1.944 -0.154
H 1.276 2.748 2.687
H -0.893 -5.027 0.859
H -4.234 1.566 2.458
H -5.330 -0.058 -0.755
H -2.955 3.523 -3.501
H -2.632 -0.522 2.299
H -0.715 1.129 2.241
H 3.000 -0.273 -1.338
H 4.827 0.574 2.342
H 1.855 -4.979 1.762
H -3.993 -2.044 5.037
H -0.275 3.252 2.141
H 5.509 -0.824 -0.321
H -1.206 2.354 -2.805
H -3.402 5.628 -2.589
H 0.698 3.012 5.022
H -4.313 4.833 -1.334
H 1.170 -0.222 -3.224
H 5.977 1.215 -0.723
H 2.811 -1.399 -4.946
H 1.456 -2.128 -2.159
```


Quick look at relative energies in kJ/mol: arrangement one 4554.1; arrangement two 0.0.